Computed, not measured: a 13-piece molecular cluster, C3H32O13S2 overall in a non-equilibrium geometry, with ωB97M-V with the def2-TZVPD basis set.

## Properties
Relative energy (zero: lowest compared OMol25 entry of this formula, charge and spin): 1.694 eV
Kohn-Sham gap: 9.1 eV
Multiplicity: 1

XYZ file:
```
50
Properties=species:S:1:pos:R:3:forces:R:3
C -0.04574 -0.94298 0.34737 -0.13 -1.63 -1.44
C 1.02715 -1.62072 -0.62213 0.77 0.97 2.51
O 1.53046 -2.76412 0.05782 0.27 -0.69 -0.21
C 0.60117 -0.21805 1.49174 1.37 -0.16 -0.53
S -0.46405 0.27941 2.92795 1.05 -0.54 0.04
S -2.21803 1.19464 2.45434 0.32 0.73 -0.53
H -0.64150 -1.76536 0.80079 0.07 0.35 -0.64
H -0.67632 -0.37404 -0.33815 -0.32 0.48 0.53
H 0.74987 -1.78425 -1.65530 -0.50 -0.18 0.15
H 1.94074 -0.99117 -0.61428 -0.56 0.20 -0.37
H 0.81588 -3.38271 0.23790 -0.21 -0.07 -0.13
H 1.21296 0.59356 1.02615 -0.56 -0.03 0.89
H 1.37758 -0.96740 1.92495 -1.68 1.47 -0.23
H -3.03415 0.15179 2.38542 -0.15 -0.54 0.00
H 1.28488 3.51920 2.45754 0.12 -0.12 0.24
H 2.78533 3.13616 2.18375 -1.41 0.52 -0.65
O 2.00805 3.67212 1.84124 1.14 -0.41 0.28
H -2.95548 -1.47498 0.66584 0.36 -0.89 -0.22
H -3.60820 -2.64990 1.63818 0.40 -0.32 -0.65
O -3.46699 -1.72885 1.43306 -0.86 1.25 1.07
H -3.26721 -2.72776 -0.76202 -0.08 -0.04 -0.37
H -2.01518 -2.43682 -1.67255 -0.15 -0.96 0.73
O -2.37997 -3.03948 -0.96683 0.08 0.55 -0.24
H -0.10765 4.08067 0.17870 -0.58 0.12 -0.33
H 0.83950 3.07494 0.54989 -0.02 -0.61 -0.09
O -0.03424 3.12052 0.10320 0.70 0.52 0.20
H -0.86390 2.67674 -1.49925 -0.24 -0.22 0.51
H -1.78064 3.40256 -2.43569 -0.05 -0.08 -0.33
O -1.47122 2.51271 -2.23886 -0.26 -0.17 0.31
H -1.04604 -2.19568 -3.80524 0.19 -0.05 0.28
H -1.86853 -1.20908 -2.95454 0.96 -0.07 -0.23
O -1.02416 -1.74665 -2.94784 -0.98 0.15 -0.68
H 2.74435 1.64730 3.71854 -0.07 -0.74 0.25
H 3.28916 0.45425 2.80232 -0.27 -0.25 0.57
O 3.17581 1.40364 2.89868 0.45 0.79 -0.49
H 0.57940 2.99961 -2.49814 -0.45 1.32 0.28
H 1.15452 3.10252 -3.71406 0.16 1.14 -0.72
O 0.74908 3.75372 -3.10586 0.74 -2.04 0.06
H -1.22676 -4.07354 2.30971 0.10 -0.14 0.17
H -2.01799 -3.79744 1.05577 0.58 -0.63 -0.27
O -1.50897 -4.50749 1.49807 -0.38 0.78 -0.04
H 3.07719 -2.57579 2.82164 0.11 -0.15 -0.26
H 3.40551 -1.60202 1.64008 -0.12 -0.57 0.08
O 3.07493 -1.65721 2.54608 0.48 0.59 0.22
H 3.46353 2.40977 -2.73191 -0.20 0.44 0.46
H 2.32808 1.99597 -1.68364 0.40 0.58 0.04
O 2.88215 1.71776 -2.41526 -0.13 -1.07 -0.41
H -2.10959 0.66183 -2.20581 0.29 -0.14 0.10
H -3.46918 0.66839 -2.70705 0.30 -1.19 0.13
O -2.79559 0.00371 -2.42231 -1.02 1.77 -0.04
```
Positions in Å, forces in eV/Å.

Results of the Mulliken charge analysis, in e, for atoms 1 through 8: C 0.9358; C -0.5678; O -0.5586; C -0.3374; S -0.1287; S -0.1788; H -0.2058; H -0.0626